Formula: C37H101N7O10
Source: the OMol25 dataset
Level of theory: ωB97M-V/def2-TZVPD

Output
E_LUMO	0.332	eV
SMILES	COC[C@H](C)N.COC[C@H](C)N.COC[C@H](C)N.COC[C@H](C)N.COC[C@H](C)N.COC[C@H](C)N.COC[C@H](C)N.CC(C)O.CC(C)O.CC(C)O
charge	0
2S+1	1
relative energy (zero: lowest compared OMol25 entry of this formula, charge and spin)	48.9	kcal/mol
largest force on an atom	0.0573	Eh/bohr
DFT total energy	-70907.1855	eV
Kohn-Sham gap	9.23	eV

Cartesian coordinates (Å):
C -2.184 -25.262 4.364
O -1.683 -26.268 5.215
C -1.791 -25.841 6.558
C -1.067 -26.975 7.325
C -1.024 -26.582 8.768
N 0.188 -27.258 6.747
H -1.464 -24.460 4.161
H -3.135 -24.942 4.762
H -2.371 -25.710 3.387
H -1.166 -24.867 6.688
H -2.849 -25.632 6.823
H -1.714 -27.876 7.159
H -2.062 -26.482 9.171
H -0.476 -25.657 8.882
H -0.458 -27.282 9.426
H 0.817 -26.514 7.068
H 0.033 -27.074 5.722
C 3.459 -25.494 11.294
O 3.539 -24.097 11.726
C 3.389 -23.190 10.694
C 3.903 -21.821 11.092
C 3.214 -21.278 12.357
N 3.835 -20.883 9.941
H 3.990 -25.554 10.360
H 2.413 -25.682 11.243
H 3.962 -26.105 12.027
H 3.936 -23.392 9.788
H 2.311 -22.997 10.310
H 4.950 -21.874 11.412
H 3.271 -21.961 13.190
H 2.183 -21.011 12.186
H 3.710 -20.415 12.697
H 4.605 -20.218 9.840
H 2.944 -20.419 9.991
C -5.409 -19.915 10.687
O -4.581 -20.695 9.787
C -3.477 -21.234 10.491
C -2.738 -22.146 9.505
C -2.012 -21.342 8.379
N -3.653 -23.217 9.060
H -6.120 -19.315 10.151
H -4.831 -19.251 11.323
H -5.881 -20.632 11.382
H -2.831 -20.416 10.778
H -3.764 -21.749 11.351
H -2.001 -22.669 10.104
H -1.244 -20.667 8.797
H -2.700 -20.742 7.730
H -1.488 -22.044 7.734
H -4.542 -22.772 8.812
H -3.822 -23.969 9.691
C 2.728 -29.212 9.730
O 3.296 -29.704 8.519
C 3.379 -28.727 7.488
C 4.615 -29.010 6.681
C 5.736 -28.074 7.132
N 4.404 -28.806 5.249
H 3.506 -28.713 10.344
H 2.247 -30.079 10.295
H 1.951 -28.426 9.579
H 2.494 -28.708 6.865
H 3.532 -27.711 7.979
H 4.891 -30.086 6.783
H 5.753 -28.181 8.235
H 5.408 -27.068 6.881
H 6.729 -28.277 6.625
H 4.132 -27.876 4.968
H 3.600 -29.340 4.906
C -4.935 -28.124 6.157
O -5.420 -28.381 4.863
C -4.509 -28.124 3.821
C -5.247 -28.028 2.532
C -4.353 -27.731 1.344
N -6.104 -26.804 2.742
H -4.274 -28.929 6.466
H -5.792 -28.108 6.851
H -4.449 -27.152 6.248
H -3.971 -27.208 4.016
H -3.710 -28.845 3.826
H -5.857 -28.913 2.405
H -3.886 -26.747 1.469
H -4.944 -27.811 0.430
H -3.486 -28.414 1.322
H -6.411 -26.444 1.794
H -6.876 -27.075 3.297
C -1.182 -30.461 8.848
O -1.306 -30.688 7.483
C -0.034 -30.862 6.881
C -0.339 -30.871 5.369
C 1.014 -31.048 4.652
N -0.890 -29.648 4.932
H -1.003 -31.487 9.340
H -2.108 -30.027 9.274
H -0.385 -29.771 9.102
H 0.660 -30.037 7.138
H 0.387 -31.812 7.202
H -1.080 -31.635 5.216
H 1.261 -30.068 4.238
H 0.972 -31.735 3.814
H 1.750 -31.466 5.354
H -1.739 -29.420 5.438
H -0.257 -28.896 5.104
C 4.900 -25.730 3.799
O 3.568 -25.720 4.324
C 2.908 -24.464 3.986
C 1.737 -24.417 5.021
C 1.202 -23.001 5.033
N 2.082 -24.831 6.380
H 5.440 -26.708 3.851
H 5.488 -24.934 4.372
H 4.788 -25.447 2.734
H 3.564 -23.567 4.236
H 2.516 -24.478 2.915
H 0.999 -25.153 4.662
H 1.899 -22.258 5.382
H 0.262 -22.910 5.556
H 0.972 -22.751 3.981
H 2.655 -24.152 6.889
H 2.715 -25.625 6.376
C 0.963 -29.440 13.204
C 0.021 -28.810 12.166
C -1.434 -28.774 12.601
O 0.372 -27.452 11.766
H 1.963 -29.565 12.739
H 0.656 -30.403 13.652
H 1.125 -28.802 14.056
H 0.108 -29.348 11.282
H -1.889 -29.745 12.477
H -1.842 -28.052 11.913
H -1.556 -28.355 13.634
H 0.410 -26.846 12.501
C 1.593 -27.551 2.423
C 0.053 -27.630 2.365
C -0.438 -26.787 1.222
O -0.274 -29.006 2.126
H 1.901 -26.517 2.422
H 2.068 -28.096 1.589
H 1.962 -28.013 3.328
H -0.439 -27.361 3.291
H -0.001 -27.095 0.286
H -0.074 -25.766 1.408
H -1.524 -26.874 1.232
H -0.644 -29.352 3.012
C -5.621 -23.209 2.701
C -4.977 -21.847 2.485
C -3.881 -21.576 3.428
O -4.434 -21.779 1.149
H -6.542 -23.268 2.058
H -5.969 -23.300 3.713
H -4.949 -23.999 2.408
H -5.780 -21.069 2.637
H -4.251 -21.659 4.506
H -3.623 -20.548 3.337
H -3.045 -22.211 3.228
H -3.931 -20.983 1.028